C38H100NO20Y as an isolated structure at a distorted geometry. Source: OMol25; level of theory: ωB97M-V/def2-TZVPD.

Results
- spin multiplicity = 2
- Kohn-Sham gap (spin up / spin down) (eV) = 5.5 / 6.0
- total charge = +1
- <S²> = 0.751
- M (g/mol) = 980.11

Cartesian coordinates (Å):
Y1 1.682 -0.356 -4.415
C1 0.773 1.682 0.354
C2 0.652 0.182 0.159
C3 -0.150 -0.463 1.414
C4 -1.652 -0.175 1.328
C5 -2.097 -0.982 0.010
C6 -1.440 -0.539 -1.265
N1 -0.014 -0.134 -1.098
O1 0.731 0.325 -2.278
C7 -2.297 0.715 -1.739
C8 -1.505 -1.733 -2.275
C9 2.070 -0.397 0.252
H1 1.687 1.940 -0.182
H2 1.019 1.778 1.411
H3 -0.084 2.278 0.043
H4 0.305 -0.109 2.339
H5 0.023 -1.527 1.576
H6 -1.945 0.870 1.227
H7 -2.198 -0.535 2.200
H8 -3.168 -0.827 -0.121
H9 -1.956 -2.051 0.166
H10 -3.364 0.502 -1.803
H11 -2.005 1.121 -2.708
H12 -2.224 1.598 -1.105
H13 -0.869 -2.566 -1.975
H14 -1.437 -1.441 -3.323
H15 -2.524 -2.114 -2.335
H16 2.434 -0.126 1.243
H17 2.851 -0.085 -0.441
H18 1.941 -1.470 0.107
C10 -1.718 -5.035 0.828
C11 -0.158 -5.073 1.149
C12 0.449 -6.484 0.990
O2 0.456 -4.195 0.168
H19 -1.918 -4.700 -0.189
H20 -2.163 -4.365 1.563
H21 -2.054 -6.047 1.053
H22 -0.057 -4.617 2.134
H23 1.530 -6.469 1.135
H24 0.256 -6.990 0.044
H25 -0.110 -7.138 1.660
H26 0.054 -3.323 0.159
C13 -1.799 -6.881 -3.493
C14 -1.936 -5.601 -4.157
C15 -3.259 -4.929 -3.990
O3 -1.072 -4.746 -3.633
H27 -0.719 -7.025 -3.462
H28 -2.275 -7.673 -4.072
H29 -2.154 -6.906 -2.463
H30 -1.747 -5.747 -5.221
H31 -3.253 -4.069 -4.660
H32 -3.541 -4.543 -3.010
H33 -4.114 -5.572 -4.199
H34 -1.351 -4.585 -2.729
C16 -6.375 -1.466 -2.741
C17 -6.966 -0.285 -2.054
C18 -7.291 0.847 -2.945
O4 -8.150 -0.529 -1.281
H35 -5.441 -1.282 -3.271
H36 -6.978 -1.846 -3.566
H37 -6.073 -2.236 -2.031
H38 -6.184 0.058 -1.377
H39 -7.599 1.737 -2.397
H40 -8.146 0.527 -3.540
H41 -6.565 1.107 -3.716
H42 -8.522 0.268 -0.897
C19 0.657 5.151 1.018
C20 0.589 6.624 0.886
C21 1.394 7.156 -0.354
O5 -0.666 7.345 0.888
H43 0.116 4.819 0.132
H44 0.068 4.962 1.916
H45 1.672 4.755 1.034
H46 1.027 6.864 1.855
H47 1.126 8.194 -0.551
H48 1.210 6.697 -1.325
H49 2.475 7.122 -0.217
H50 -0.495 8.280 0.752
C22 -0.476 2.128 3.984
C23 -1.221 2.650 5.156
C24 -2.681 2.929 5.018
O6 -0.943 1.864 6.325
H51 0.602 2.023 4.100
H52 -0.662 2.891 3.227
H53 -0.937 1.202 3.642
H54 -0.876 3.662 5.369
H55 -3.323 2.050 4.952
H56 -2.853 3.652 4.222
H57 -3.152 3.355 5.904
H58 -1.286 2.295 7.112
C25 -4.040 4.711 -0.438
C26 -5.456 5.169 -0.621
O7 -5.850 5.268 -1.943
O8 -3.748 4.859 0.976
H59 -3.316 5.277 -1.023
H60 -3.984 3.648 -0.675
H61 -5.500 6.175 -0.203
H62 -6.081 4.544 0.016
H63 -6.745 4.953 -2.086
H64 -2.819 4.714 1.168
C27 4.710 -4.044 2.244
C28 4.467 -2.570 1.800
O9 3.621 -1.989 2.842
O10 3.491 -4.684 2.595
H65 5.365 -4.084 3.114
H66 5.298 -4.634 1.540
H67 3.841 -2.601 0.908
H68 5.455 -2.160 1.591
H69 4.109 -1.958 3.668
H70 3.086 -3.877 2.921
C29 5.333 1.648 2.834
C30 5.391 3.213 2.958
O11 6.606 3.861 2.626
O12 4.149 1.015 3.241
H71 6.177 1.245 3.393
H72 5.469 1.286 1.815
H73 4.994 3.433 3.949
H74 4.668 3.674 2.284
H75 7.191 3.685 3.367
H76 4.111 0.134 2.860
C31 1.036 -2.779 6.150
C32 0.575 -1.529 5.522
O13 -0.195 -0.795 6.440
O14 2.022 -2.604 7.099
H77 1.526 -3.412 5.410
H78 0.198 -3.363 6.527
H79 -0.221 -1.789 4.824
H80 1.279 -0.889 4.989
H81 -0.265 0.122 6.164
H82 1.649 -2.298 7.929
C33 5.191 4.472 -0.693
C34 4.188 3.310 -0.924
O15 4.651 2.656 -2.127
O16 5.079 5.113 0.572
H83 4.993 5.254 -1.426
H84 6.218 4.123 -0.800
H85 3.169 3.664 -1.082
H86 4.128 2.596 -0.102
H87 4.472 3.212 -2.889
H88 5.430 4.578 1.288
C35 4.573 -0.530 -3.150
C36 4.027 -1.808 -2.431
O17 2.785 -2.066 -3.049
O18 3.608 0.409 -3.357
H89 5.051 -0.760 -4.102
H90 5.351 0.022 -2.622
H91 4.030 -1.618 -1.358
H92 4.620 -2.712 -2.570
H93 2.561 -2.927 -2.688
H94 3.974 1.128 -2.836
C37 -0.850 -1.173 -6.492
C38 -0.318 -2.500 -6.022
O19 0.303 -2.393 -4.760
O20 -0.295 -0.013 -5.826
H95 -1.895 -1.222 -6.186
H96 -0.920 -1.131 -7.579
H97 0.389 -2.840 -6.779
H98 -1.164 -3.187 -6.008
H99 0.167 -3.227 -4.305
H100 -0.778 0.779 -6.071